A:
This record from the Open Molecules 2025 dataset describes C3H11NOS as an isolated structure. The level of theory is ωB97M-V/def2-TZVPD.

Geometry as XYZ:
```
17
Properties=species:S:1:pos:R:3
C 1.170 -2.644 -0.993
S -0.414 -1.972 -0.426
H 1.316 -3.568 -0.432
H 1.144 -2.841 -2.062
H 1.991 -1.964 -0.762
C -1.344 0.914 0.777
O -1.617 -0.129 1.675
C 0.110 1.379 0.695
N 0.202 2.469 -0.279
H -1.972 1.763 1.056
H -1.600 0.618 -0.248
H -1.352 -1.010 1.321
H 0.374 1.746 1.690
H 0.701 0.480 0.514
H 0.900 3.158 -0.018
H 0.436 2.091 -1.191
H -0.045 -0.490 -1.318
```

The HOMO energy comes out at -9.17 eV. The molar mass is 109.19 g/mol.


B:
This record from the Open Molecules 2025 dataset describes a 2-piece molecular cluster, C3H11NOS overall. The level of theory is ωB97M-V/def2-TZVPD.

Geometry as XYZ:
```
17
Properties=species:S:1:pos:R:3
C -1.360 -0.873 0.827
C -0.388 0.273 0.230
C 0.904 0.557 0.935
S 1.567 2.174 0.387
N -2.311 -1.498 -0.090
H -1.831 -0.374 1.723
H -0.742 -1.741 1.171
H -0.203 0.231 -0.893
H -1.031 1.150 0.468
H 1.447 -0.360 0.895
H 0.741 0.715 1.990
H 1.225 3.013 1.351
H -2.007 -1.428 -1.090
H -3.186 -0.929 -0.068
H 0.612 -2.714 -3.057
H 0.581 -2.307 -1.476
O 0.072 -2.413 -2.316
```

The HOMO energy comes out at -8.88 eV. The SMILES is NCCCS.O. The molar mass is 109.19 g/mol.


C:
This record from the Open Molecules 2025 dataset describes a 3-piece molecular cluster, C3H11NOS overall. The level of theory is ωB97M-V/def2-TZVPD.

Geometry as XYZ:
```
17
Properties=species:S:1:pos:R:3
C 1.603 0.620 1.334
N 1.349 0.076 -0.004
C 0.424 0.973 -0.733
C -0.627 0.371 -1.654
S -2.160 0.280 -0.557
H 2.289 -0.057 1.866
H 0.713 0.589 1.973
H 2.064 1.606 1.296
H 0.793 -0.773 0.097
H -0.085 1.704 -0.073
H 1.150 1.532 -1.340
H -1.023 1.088 -2.377
H -0.495 -0.678 -1.925
H -2.829 -1.521 -0.842
H -1.082 -2.581 1.432
H -1.416 -1.319 0.626
O -0.666 -1.909 0.881
```

The HOMO energy comes out at -8.82 eV. The molar mass is 109.19 g/mol.


Tell me which of them is the least stable. Sure, it is C.


A:
This record from the Open Molecules 2025 dataset describes a 2-piece molecular cluster, C3H11NOS overall. The level of theory is ωB97M-V/def2-TZVPD.

Geometry as XYZ:
```
17
Properties=species:S:1:pos:R:3
C 0.980 -0.318 -0.548
C -0.116 -0.478 -1.597
C -0.117 -1.843 -2.285
S -1.598 -2.874 -1.924
N 1.210 1.094 -0.209
H 1.919 -0.784 -0.824
H 0.670 -0.851 0.349
H -1.041 -0.326 -1.054
H -0.087 0.339 -2.312
H 0.802 -2.410 -2.118
H -0.185 -1.702 -3.361
H -2.436 -2.002 -2.472
H 2.200 1.260 -0.094
H 0.771 1.391 0.655
H -0.934 2.636 5.357
H -1.422 3.653 6.380
O -0.615 3.215 6.056
```

The HOMO energy comes out at -8.93 eV. The SMILES is NCCCS.O. The molar mass is 109.19 g/mol.


B:
This record from the Open Molecules 2025 dataset describes a 2-piece molecular cluster, C3H11NOS overall. The level of theory is ωB97M-V/def2-TZVPD.

Geometry as XYZ:
```
17
Properties=species:S:1:pos:R:3
C -0.361 0.536 -1.804
N -0.150 -0.211 -0.551
C 0.367 0.610 0.580
C 1.739 0.275 1.156
S 1.784 -1.493 1.820
H -1.272 1.121 -1.686
H 0.451 1.279 -1.858
H -0.337 -0.039 -2.721
H 0.697 -0.774 -0.614
H -0.376 0.788 1.355
H 0.571 1.608 0.166
H 1.915 0.909 2.020
H 2.580 0.356 0.473
H 0.878 -1.240 2.778
H -3.162 -1.727 -0.888
H -2.314 -0.660 -0.195
O -3.011 -1.338 -0.028
```

The HOMO energy comes out at -9.17 eV. The SMILES is CNCCS.O. The molar mass is 109.19 g/mol.


C:
This record from the Open Molecules 2025 dataset describes a 2-piece molecular cluster, C3H11NOS overall. The level of theory is ωB97M-V/def2-TZVPD.

Geometry as XYZ:
```
17
Properties=species:S:1:pos:R:3
C 1.814 1.318 0.600
C 1.132 0.180 -0.219
C 1.819 -1.148 -0.116
S 0.980 -2.358 -1.136
N 1.396 2.740 0.272
H 1.568 1.111 1.604
H 2.865 1.158 0.533
H 1.280 0.624 -1.282
H 0.110 0.276 0.150
H 2.779 -1.355 -0.504
H 1.725 -1.347 1.019
H -0.195 -2.042 -0.662
H 1.409 2.989 -0.662
H 0.503 2.880 0.702
H -5.948 0.835 0.886
H -6.794 0.929 2.147
O -6.669 1.300 1.343
```

The HOMO energy comes out at -8.93 eV. The SMILES is NCCCS.O. The molar mass is 109.19 g/mol.


Tell me which of them is the least stable. Sure, it is C.


A:
This record from the Open Molecules 2025 dataset describes one molecule with the formula C4H3FN2S. The level of theory is ωB97M-V/def2-TZVPD.

Geometry as XYZ:
```
11
Properties=species:S:1:pos:R:3
C 1.051 0.694 -0.156
C -0.084 0.159 0.233
C -0.464 -1.210 0.199
C -1.384 0.808 -0.096
H 2.326 -1.042 0.053
H 1.248 1.727 -0.331
H 0.252 -2.126 0.478
N -1.758 -1.371 -0.232
N -2.426 -0.021 -0.154
F -1.440 2.144 0.083
S 2.678 0.238 -0.078
```

The HOMO energy comes out at -9.65 eV. The SMILES is FC1=NN=C/C1=C\S. The molar mass is 130.15 g/mol.


B:
This record from the Open Molecules 2025 dataset describes one molecule with the formula C4H3FN2S. The level of theory is ωB97M-V/def2-TZVPD.

Geometry as XYZ:
```
11
Properties=species:S:1:pos:R:3
C 1.078 -1.077 0.038
C 1.357 0.429 -0.028
C 0.202 1.116 -0.071
C -1.199 -0.737 0.087
H 2.349 0.785 -0.371
H 0.029 2.250 -0.363
H -1.848 1.165 0.213
N -1.020 0.625 0.359
N -0.125 -1.602 0.256
F 2.004 -1.870 -0.024
S -2.826 -1.084 -0.096
```

The HOMO energy comes out at -8.50 eV. The SMILES is Fc1cc[nH]c(=S)n1. The molar mass is 130.15 g/mol.


Tell me which of them is the least stable. Sure, it is A.


A:
This record from the Open Molecules 2025 dataset describes C3H4S as an isolated structure. The level of theory is ωB97M-V/def2-TZVPD.

Geometry as XYZ:
```
8
Properties=species:S:1:pos:R:3
C -0.735 -0.465 -0.006
C 0.424 -1.194 0.014
C 0.220 1.198 0.040
S 1.632 0.080 0.086
H -1.724 -0.882 -0.334
H 0.475 -2.198 0.110
H -0.251 1.578 -0.844
H -0.042 1.883 0.934
```

The HOMO energy comes out at -8.38 eV. The molar mass is 72.13 g/mol.


B:
This record from the Open Molecules 2025 dataset describes a 2-piece molecular cluster, C3H4S overall. The level of theory is ωB97M-V/def2-TZVPD.

Geometry as XYZ:
```
8
Properties=species:S:1:pos:R:3
C 0.265 0.142 1.354
C 0.892 -0.041 0.263
C -0.659 -0.011 -1.476
S -0.987 0.187 -3.059
H 0.651 0.439 2.347
H -0.764 0.011 1.428
H 1.847 -0.081 -0.105
H -1.244 -0.645 -0.752
```

The HOMO energy (spin up / spin down) comes out at -8.01 / -8.04 eV. The molar mass is 72.13 g/mol.


Tell me which of them is the least stable. Sure, it is B.


A:
This record from the Open Molecules 2025 dataset describes a 2-piece molecular cluster, C3H4S overall. The level of theory is ωB97M-V/def2-TZVPD.

Geometry as XYZ:
```
8
Properties=species:S:1:pos:R:3
C 2.438 0.426 -1.269
C 1.302 0.178 -0.987
C -1.588 -0.628 0.513
S -2.331 -0.004 1.762
H 3.323 0.697 -1.747
H 0.345 0.053 -0.495
H -2.239 -0.728 -0.371
H -1.250 0.006 2.593
```

The HOMO energy comes out at -8.97 eV. The molar mass is 72.13 g/mol.


B:
This record from the Open Molecules 2025 dataset describes one molecule with the formula C3H4S. The level of theory is ωB97M-V/def2-TZVPD.

Geometry as XYZ:
```
8
Properties=species:S:1:pos:R:3
C -0.489 0.025 0.620
C 0.356 0.845 -0.335
C 0.322 -0.765 -0.324
S 1.935 -0.009 0.069
H -0.446 0.091 1.745
H -1.573 -0.149 0.523
H 0.032 1.381 -1.258
H -0.137 -1.419 -1.039
```

The HOMO energy comes out at -8.44 eV. The SMILES is C1[C@@H]2S[C@H]12. The molar mass is 72.13 g/mol.


Tell me which of them is the least stable. Sure, it is A.


A:
This record from the Open Molecules 2025 dataset describes a 2-piece molecular cluster, CH2NO2 overall. The level of theory is ωB97M-V/def2-TZVPD.

Geometry as XYZ:
```
6
Properties=species:S:1:pos:R:3
C -0.426 0.904 -0.700
N -1.492 0.651 -0.415
O 0.769 1.076 -0.856
O 0.461 -1.160 0.914
H -0.288 -0.605 0.945
H 0.976 -0.867 0.113
```

The HOMO energy comes out at -4.12 eV. The molar mass is 60.03 g/mol. Its total charge is -1.


B:
This record from the Open Molecules 2025 dataset describes an isolated ion of composition CH2NO2 and charge -1. The level of theory is ωB97M-V/def2-TZVPD.

Geometry as XYZ:
```
6
Properties=species:S:1:pos:R:3
N -0.047 -0.704 0.284
C 0.036 0.601 -0.356
O 1.079 0.846 -0.972
O -1.032 1.243 -0.220
H -0.819 -0.727 0.928
H 0.783 -1.260 0.337
```

The HOMO energy comes out at -3.76 eV. The SMILES is NC(=O)[O-]. The molar mass is 60.03 g/mol. Its total charge is -1.


Tell me which of them is the least stable. Sure, it is A.